1.
77
Properties=species:S:1:pos:R:3:mulliken_charge:R:1 method="wB97M-V/def2-TZVPD" spin_multiplicity=1 e_above_lowest_kcal_mol=0.0 total_charge=-1 orbital_gap_ha=0.2278
Ba -0.71562 2.81253 0.71606 1.115
C -4.07617 1.16797 -2.02205 -0.967
C -4.13993 1.05352 -0.54292 -0.164
N -3.13324 1.23045 0.28716 0.259
C -3.62304 1.03523 1.56771 0.771
C -5.00263 0.71362 1.48708 0.018
N -5.25976 0.72616 0.13440 0.018
C -5.96347 0.56694 2.56249 0.519
O -7.19489 1.05722 2.35999 -0.511
O -5.62935 0.05294 3.62330 -0.565
C -2.78748 1.26966 2.80924 0.021
O -2.91953 2.46074 3.06575 -0.689
O -2.15386 0.26657 3.16678 -0.744
H -3.00848 1.26012 -2.30827 0.022
H -4.60994 2.09593 -2.35761 0.367
H -4.54103 0.29137 -2.53469 0.327
H -6.11012 0.35662 -0.29190 0.261
H -7.19235 1.63036 1.54410 0.337
S -2.39796 5.12457 -0.59408 -0.624
S -0.69786 5.90643 -1.37935 -0.197
S 0.30831 4.54404 -2.54784 -0.136
S 1.48957 3.39912 -1.31557 -0.570
C 2.99882 -1.29457 -1.32700 -1.075
C 1.60098 -1.93745 -1.25118 -1.136
P 0.19921 -0.68603 -1.38494 1.155
C 0.15858 -0.46374 -3.21696 0.439
C 0.15561 0.82460 -3.75262 -0.187
C 0.23041 0.99577 -5.13911 -0.351
C 0.22113 -0.09977 -6.00000 -0.548
C 0.20301 -1.39949 -5.43795 -0.621
C 0.18459 -1.58519 -4.06670 -0.453
C -1.25894 -1.76257 -1.09496 0.331
C -1.32618 -2.30656 0.19263 -0.525
C -2.30546 -3.24754 0.51595 -0.627
C -3.27049 -3.63335 -0.44162 -0.753
C -3.25466 -3.01028 -1.67915 -0.588
C -2.28006 -2.06383 -2.02981 -0.537
C 3.14657 -0.05099 -0.42940 -0.693
P 2.17378 -0.18709 1.19459 0.502
C 2.31334 1.42912 2.04793 0.225
C 3.14497 2.46438 1.59204 0.008
C 3.32896 3.63060 2.35792 -0.814
C 2.79236 3.73210 3.65047 -0.444
C 1.96295 2.69637 4.11681 -0.578
C 1.60037 1.64578 3.26399 -0.415
C 3.37607 -1.26151 2.08367 0.342
C 3.04946 -2.60830 2.35443 -0.356
C 4.00216 -3.43298 2.97522 -0.506
C 5.26786 -2.95292 3.29660 -0.508
C 5.59455 -1.62345 3.01528 -0.502
C 4.66337 -0.77394 2.42851 -0.613
H 3.22583 -1.06117 -2.38918 0.386
H 3.76281 -2.03924 -1.02506 0.376
H 1.45901 -2.44518 -0.25830 0.344
H 1.47519 -2.73164 -1.99827 0.737
H 0.08741 1.69242 -3.08968 -0.048
H 0.30160 2.00361 -5.52622 0.451
H 0.22177 0.02356 -7.06550 0.411
H 0.17780 -2.29536 -6.04979 0.368
H 0.20154 -2.58718 -3.66170 0.273
H -0.61741 -1.95282 0.94077 0.397
H -2.34996 -3.60767 1.53805 0.433
H -4.00011 -4.38005 -0.18399 0.401
H -3.99918 -3.26864 -2.42051 0.403
H -2.34367 -1.56636 -3.00739 0.478
H 2.75298 0.85287 -0.95791 0.124
H 4.18951 0.19399 -0.18650 0.700
H 3.59003 2.41965 0.60373 0.312
H 3.95100 4.40956 1.93737 0.428
H 2.97055 4.60918 4.24055 0.400
H 1.51831 2.71595 5.11329 0.388
H 0.85665 0.90964 3.56490 0.431
H 2.09262 -2.99508 2.06603 0.396
H 3.71416 -4.44234 3.23241 0.391
H 6.00141 -3.61148 3.76595 0.345
H 6.56112 -1.19158 3.27162 0.367
H 4.88455 0.28607 2.28092 0.270

2.
14
Properties=species:S:1:pos:R:3:mulliken_charge:R:1 method="wB97M-V/def2-TZVPD" spin_multiplicity=1 e_above_lowest_kcal_mol=81.5 orbital_gap_ha=0.3520
C 1.58459 1.03930 -0.94455 -0.619
C 1.83224 0.51979 0.41962 -0.593
C 0.40983 0.88859 -0.00083 0.586
C -0.41182 -0.32124 -0.15075 -0.956
C -2.46797 -1.18707 0.49862 -0.554
O -1.57725 -0.07319 0.40734 -0.094
H 1.63833 0.34767 -1.77663 0.276
H 1.88613 2.05993 -1.16598 0.249
H 2.29741 1.15975 1.16064 0.247
H 2.02956 -0.54284 0.52844 0.289
H -0.01784 1.79281 0.43189 0.367
H -1.94004 -2.09061 0.18806 0.356
H -3.33605 -1.00376 -0.13858 0.226
H -2.78760 -1.25860 1.54176 0.221

3.
86
Properties=species:S:1:pos:R:3:mulliken_spin:R:1 method="wB97M-V/def2-TZVPD" spin_multiplicity=6 e_above_lowest_kcal_mol=0.0 orbital_gap_ha="0.2300 / 0.2178"
Fe -0.20134 0.73631 -0.49778 4.050
C 0.67320 0.80027 2.61846 -0.002
N 1.05365 0.05810 1.42848 0.046
C 1.27236 -1.37498 1.56288 -0.007
C -0.01674 -2.11510 1.72268 0.003
N -1.12708 -1.59888 2.15873 0.003
C -2.05992 -2.62590 2.06619 0.001
C -3.41780 -2.62836 2.37582 0.001
C -4.12425 -3.79558 2.15705 0.000
C -3.50296 -4.94215 1.63892 0.000
C -2.15547 -4.95842 1.33292 0.000
C -1.45307 -3.78140 1.56122 0.000
N -0.12877 -3.43045 1.37227 0.000
C 0.07610 2.09853 2.17207 0.004
N -0.25219 2.37365 0.93164 0.037
C -0.80773 3.65787 0.95849 0.007
C -1.29304 4.45753 -0.07356 -0.003
C -1.78193 5.70154 0.27283 0.001
C -1.78376 6.15440 1.60077 0.001
C -1.28694 5.37742 2.62884 -0.001
C -0.80099 4.12575 2.27275 0.001
N -0.22507 3.10681 3.02132 0.004
H -0.07984 0.23252 3.16773 0.000
H 1.52264 0.99232 3.28633 0.001
H 1.88472 0.46973 1.00968 0.008
H 1.74809 -1.68802 0.63010 -0.003
H 1.95813 -1.63448 2.38076 0.002
H -3.89508 -1.73876 2.76707 0.000
H -5.18016 -3.83364 2.39126 0.000
H -4.09301 -5.83483 1.47882 0.000
H -1.67891 -5.84433 0.93447 0.000
H 0.59035 -3.99812 0.95946 0.000
H -1.26562 4.11084 -1.09743 -0.005
H -2.16261 6.35046 -0.50415 0.000
H -2.17268 7.13910 1.82326 0.000
H -1.27156 5.72900 3.65175 0.000
H -0.04896 3.11125 4.01072 0.000
S 1.71709 3.15634 -4.02855 0.023
As 0.87261 1.36048 -3.44321 0.004
S 1.86344 0.67694 -1.50915 0.325
S -1.08181 1.70423 -2.36820 0.395
S 0.62217 -0.28389 -4.71037 0.025
C -3.04834 -5.24442 -3.47230 0.000
C -2.10820 -4.21109 -4.10545 -0.001
C -0.97013 -4.93843 -4.81941 0.000
C -2.87083 -3.37017 -5.14084 0.000
C -1.58873 -3.27293 -3.02695 0.001
C -0.24617 -3.09966 -2.74994 -0.001
C 0.14806 -2.10918 -1.86484 -0.003
N -0.70358 -1.33630 -1.20240 0.008
C -2.01871 -1.54739 -1.39948 0.022
C -2.48146 -2.48045 -2.30193 -0.002
C -2.93498 -0.68234 -0.61299 0.017
C -4.30618 -0.90951 -0.55856 -0.011
C -5.12876 -0.07811 0.18319 -0.004
C -4.50316 0.95260 0.88443 -0.003
C -3.13724 1.10479 0.79808 0.012
N -2.35946 0.31742 0.05394 0.042
C -6.63766 -0.26827 0.27413 -0.001
C -7.33808 1.04138 -0.11209 0.000
C -6.99734 -0.63432 1.72082 0.000
C -7.13163 -1.37823 -0.65262 0.000
H -3.41783 -5.92932 -4.23770 0.000
H -3.91229 -4.76899 -3.00502 0.000
H -2.53071 -5.83004 -2.70975 0.000
H -1.38449 -5.57686 -5.60084 0.000
H -0.40335 -5.57503 -4.13648 0.000
H -0.28286 -4.23498 -5.29164 0.000
H -3.22761 -4.01393 -5.94709 0.000
H -2.22402 -2.60067 -5.56510 0.000
H -3.73703 -2.87357 -4.70152 0.000
H 0.52105 -3.64892 -3.27331 0.000
H 1.19786 -1.88176 -1.73417 0.000
H -3.54223 -2.56847 -2.48265 0.000
H -4.72150 -1.74500 -1.09807 0.002
H -5.06723 1.64186 1.49772 0.001
H -2.64393 1.90087 1.33734 0.000
H -7.09065 1.85315 0.57214 0.000
H -8.41999 0.90153 -0.08362 0.000
H -7.05953 1.35175 -1.12030 0.000
H -6.66258 0.13116 2.42224 0.000
H -6.53789 -1.58197 2.00643 0.000
H -8.07962 -0.73456 1.82240 0.000
H -6.87232 -1.17855 -1.69397 0.000
H -8.21830 -1.44641 -0.58764 0.000
H -6.72411 -2.35194 -0.37313 0.000

4.
96
Properties=species:S:1:pos:R:3:mulliken_charge:R:1 method="wB97M-V/def2-TZVPD" spin_multiplicity=1 e_above_lowest_kcal_mol=11.4 orbital_gap_ha=0.2324
Sn -1.75738 -0.28317 1.02005 0.977
C -1.49119 -1.80035 -7.49811 -1.317
C -2.19833 -1.84984 -6.19095 0.673
C -3.43044 -1.28108 -5.97432 -0.479
C -3.88969 -1.00831 -4.67126 -0.248
C -3.19244 -1.49958 -3.57124 -0.284
C -2.02559 -2.20208 -3.77003 -0.641
C -1.56556 -2.38105 -5.06573 -0.445
S -3.71420 -1.18137 -1.84950 1.361
O -3.59173 -2.40946 -1.12980 -0.667
O -4.99102 -0.51776 -2.11815 -0.779
N -2.85358 -0.07870 -1.00323 -0.139
C -2.58809 1.19635 -1.53111 -0.495
C -1.12706 1.72123 -1.09890 0.550
O -0.65907 2.64319 -1.76500 -0.652
O -0.53014 1.08097 -0.13735 -0.432
H -1.16163 -0.77266 -7.79599 0.267
H -2.10969 -2.24193 -8.27721 0.350
H -0.56358 -2.36839 -7.39884 0.347
H -4.07487 -1.07096 -6.83459 0.358
H -4.83956 -0.45355 -4.54356 0.436
H -1.42781 -2.52994 -2.89053 0.358
H -0.70268 -3.06823 -5.15485 0.287
H -3.31945 1.96413 -1.17794 0.108
H -2.66474 1.17090 -2.62741 0.353
O -1.63749 0.71448 5.20714 -0.493
P -0.93784 1.35971 3.85128 0.901
O -0.17919 2.70851 4.04182 -0.608
O -1.89698 1.36601 2.70591 -0.673
O 0.13466 0.13724 3.61672 -0.397
P 1.78716 0.29966 3.16484 0.680
O 2.05005 1.75675 3.61144 -0.564
O 2.52451 -0.87549 3.78665 -0.735
O 1.83961 0.21937 1.60572 0.112
H -1.95027 1.41602 5.80785 0.300
H 0.93283 2.30047 3.82358 0.374
C 6.79513 0.97498 0.51894 -0.913
Si 5.52178 0.02687 1.50207 0.640
C 5.54075 0.69571 3.24426 -0.949
C 5.59305 -1.81462 1.48039 -1.148
Sb 3.33723 0.62285 0.30346 -0.096
Si 3.21412 0.04371 -2.37819 0.842
C 5.05565 -0.22791 -2.57718 -1.124
C 2.22550 -1.46127 -2.80376 -1.141
C 2.58536 1.43345 -3.45124 -1.041
Si 3.45042 3.21785 0.21314 0.507
C 4.42917 3.58696 -1.33936 -0.970
C 1.67320 3.77317 0.33059 -0.396
C 4.41276 3.85477 1.67209 -1.088
H 6.85598 0.77493 -0.53820 0.345
H 7.80752 0.80170 1.01070 0.383
H 6.58395 2.04350 0.66519 0.150
H 6.46660 0.43329 3.79798 0.426
H 4.67431 0.32005 3.76242 0.257
H 5.41848 1.83762 3.29118 0.220
H 6.65679 -2.01215 1.43802 0.406
H 5.11085 -2.32610 0.62271 0.314
H 5.23212 -2.21840 2.43681 0.316
H 5.43466 -1.12902 -2.11609 0.370
H 5.59781 0.71468 -2.32343 0.153
H 5.25144 -0.22564 -3.66633 0.459
H 1.71605 -1.23378 -3.75869 0.261
H 1.44981 -1.76516 -2.12650 0.355
H 2.94557 -2.30494 -3.00251 0.371
H 1.82490 1.96759 -2.84925 0.279
H 2.08994 1.03126 -4.34522 0.453
H 3.39606 2.12657 -3.70141 0.342
H 3.62026 3.89891 -2.06325 0.289
H 4.98458 2.75856 -1.82806 0.203
H 5.12515 4.48583 -1.22740 0.383
H 1.58727 4.39790 1.27881 0.288
H 1.03963 2.93131 0.50525 -0.329
H 1.35254 4.39006 -0.50501 0.426
H 4.07439 3.29944 2.55035 0.231
H 4.20931 4.95513 1.80670 0.415
H 5.50604 3.70977 1.70875 0.373
C -3.49120 -1.76131 4.68792 -1.187
P -4.15653 -1.07476 3.07886 0.627
C -4.93588 0.53514 3.38965 -1.234
C -5.54231 -2.17830 2.90051 0.525
C -6.86301 -1.91697 3.32333 -0.452
C -7.87179 -2.81960 2.96203 -0.399
C -7.61581 -3.98306 2.25047 -0.541
C -6.30610 -4.23597 1.87205 -0.455
C -5.28126 -3.35761 2.18013 -0.560
H -3.79120 -2.81632 4.84220 0.446
H -3.81137 -1.16847 5.50944 0.381
H -2.39821 -1.64307 4.59344 0.151
H -5.27120 0.68038 4.45228 0.403
H -5.75011 0.83677 2.70533 0.410
H -4.16497 1.28513 3.20459 0.274
H -7.07816 -1.06755 3.96996 0.323
H -8.92184 -2.51786 3.15998 0.306
H -8.44622 -4.66137 2.03706 0.369
H -6.07000 -5.16701 1.35348 0.350
H -4.27652 -3.53870 1.82115 0.254

E for the records above, in order: -3987.7597 -270.4280 -6794.7268 -4648.1042 Ha
F_max for the records above, in order: 3.3 0.6 0.8 3.5 eV/A